Here is a cluster of 2 separate species, C5H16N2O in total from the OMol25 dataset. Energies are from ωB97M-V with the def2-TZVPD basis set.

The geometry in XYZ format:
```
24
Properties=species:S:1:pos:R:3
C -0.939 0.515 1.312
C -1.655 1.111 0.109
C -1.757 2.627 0.182
N -0.877 -0.961 1.225
H 0.082 0.903 1.322
H -1.415 0.853 2.242
H -2.650 0.663 0.008
H -1.086 0.847 -0.785
H -2.265 2.929 1.102
H -0.769 3.081 0.124
H -2.358 3.019 -0.639
H -1.816 -1.347 1.280
H 0.294 -0.932 -0.331
H -0.411 -1.295 2.063
C 1.521 -2.474 -0.999
N 1.050 -1.087 -1.032
C 2.200 0.063 -0.615
O 1.681 1.221 -0.719
H 2.403 -2.570 -1.628
H 0.763 -3.163 -1.366
H 1.767 -2.709 0.033
H 0.760 -0.736 -1.940
H 2.997 -0.242 -1.333
H 2.480 -0.315 0.385
```

For the largest force on an atom, the calculation gives 0.63 eV/Å. Its structure (SMILES) is C[NH2+]C[O-].CCCN. The energy above the lowest of the compared OMol25 structures with the same formula, charge and spin comes out at 35.9 kcal/mol. The molecular weight is 120.2 g mol⁻¹. For the HOMO-LUMO gap, the calculation gives 8.44 eV.